# C5H5P

One molecule with the formula C5H5P in a non-equilibrium geometry (ωB97M-V/def2-TZVPD, the Open Molecules 2025 dataset).

Computed properties:
structure (SMILES)	C1=CC1P1=CC=1
HOMO energy	-8.3	eV
relative energy (zero: lowest compared OMol25 entry of this formula, charge and spin)	320.9	kJ/mol
largest force on an atom	2.6	eV/Å
HOMO-LUMO gap	9.6	eV

Cartesian coordinates (Å):
C  0.592  -1.715  -1.028
C  -0.684  -1.793  -1.095
C  0.786  1.526  1.309
C  -0.458  1.811  1.276
C  -0.222  -0.435  -0.575
P  -0.143  -0.055  1.299
H  1.692  -1.974  -0.951
H  -1.493  -2.287  -1.582
H  1.680  2.074  1.109
H  -1.210  2.547  1.552
H  -0.541  0.301  -1.314

Cartesian forces (eV/Å) of the 6 atoms listed first:
2.01 1.34 0.98
0.30 -0.02 -0.05
0.87 -0.07 -1.11
-1.85 -0.90 1.52
-0.49 -1.57 0.34
-0.31 1.04 -1.44

These are the Löwdin partial charges, in e, on atoms 1 to 8: number 1, C, carries -0.0715; number 2, C, carries -0.1218; number 3, C, carries -0.3550; number 4, C, carries -0.2921; number 5, C, carries -0.4624; number 6, P, carries 0.9215; number 7, H, carries 0.1148; number 8, H, carries 0.0832